The following is a DFT calculation (wB97M-V/def2-TZVPD) of a structure of composition C30H32BrF4N5P2Rb.

Results
relative energy (zero: lowest compared OMol25 entry of this formula, charge and spin)	0.0	kJ/mol
E_tot	-5116.303286	hartree
orbital gap	8.700	eV
E_HOMO	-10.91	eV

The geometry in ORCA input format:
```
! RIJCOSX wB97M-V def2-TZVPD def2/J DEFGRID3
* xyz 1 1
Rb 0.402 -0.267 -1.161
C 5.465 -0.056 1.340
N 4.362 -0.182 2.275
C 4.575 0.577 3.506
C 3.088 -0.249 1.724
N 2.787 -0.061 0.499
N 2.154 -0.665 2.672
C 0.771 -0.591 2.657
N 0.236 -1.100 3.834
N 0.091 -0.156 1.670
H 6.394 -0.250 1.873
H 5.533 0.948 0.901
H 5.365 -0.792 0.544
H 5.443 0.178 4.029
H 3.713 0.506 4.161
H 4.754 1.636 3.290
H 3.595 0.309 0.007
H 2.548 -1.223 3.410
H 0.742 -0.896 4.683
H -0.759 -0.955 3.929
H -0.892 -0.117 1.928
F -4.047 6.705 -0.232
C -3.798 5.409 -0.306
C -4.744 4.497 0.123
F -5.897 4.927 0.616
C -4.469 3.142 0.041
F -5.404 2.310 0.497
C -3.273 2.650 -0.462
P -2.941 0.843 -0.589
C -3.205 0.281 1.132
C -3.155 1.113 2.246
C -3.241 0.581 3.528
C -3.380 -0.787 3.709
C -3.412 -1.630 2.602
C -3.314 -1.101 1.326
C -4.413 0.224 -1.480
C -5.569 -0.266 -0.878
C -6.613 -0.737 -1.657
C -6.520 -0.712 -3.043
C -5.373 -0.225 -3.651
C -4.320 0.229 -2.871
C -2.328 3.597 -0.879
Br -0.633 3.124 -1.560
C -2.587 4.953 -0.804
F -1.693 5.854 -1.198
H -3.049 2.183 2.123
H -3.215 1.244 4.383
H -3.474 -1.196 4.707
H -3.521 -2.697 2.741
H -3.331 -1.762 0.465
H -5.661 -0.273 0.200
H -7.510 -1.115 -1.183
H -7.340 -1.075 -3.647
H -5.293 -0.208 -4.730
H -3.416 0.592 -3.350
C -0.455 -5.294 -1.081
P -0.298 -3.626 -0.331
C -0.896 -3.961 1.369
C 1.519 -3.542 -0.110
C 2.163 -3.603 1.123
C 3.548 -3.529 1.200
C 4.308 -3.391 0.049
C 3.678 -3.315 -1.186
C 2.296 -3.382 -1.260
H 0.017 -6.057 -0.462
H 0.004 -5.301 -2.069
H -1.513 -5.529 -1.204
H -0.409 -4.828 1.820
H -1.968 -4.156 1.315
H -0.740 -3.084 1.999
H 1.591 -3.723 2.034
H 4.037 -3.595 2.164
H 5.389 -3.357 0.113
H 4.265 -3.217 -2.090
H 1.813 -3.337 -2.232
*
```

=====

The following is a DFT calculation (wB97M-V/def2-TZVPD) of a structure of composition C30H32Cl2N2OPSn.

Results
relative energy (zero: lowest compared OMol25 entry of this formula, charge and spin)	0.0	kJ/mol
E_tot	-2822.259169	hartree
orbital gap	6.440	eV
E_HOMO	-16.21	eV

The geometry in ORCA input format:
```
! RIJCOSX wB97M-V def2-TZVPD def2/J DEFGRID3
* xyz 3 1
Sn -0.082 0.789 0.054
Cl -0.299 0.147 2.768
C -1.085 -1.433 2.943
C -1.224 -1.916 4.227
C -1.781 -3.178 4.396
C -2.172 -3.931 3.298
C -2.026 -3.419 2.018
C -1.489 -2.145 1.820
P -1.441 -1.458 0.157
C -0.999 -2.781 -0.965
C -1.847 -3.195 -1.989
C -1.460 -4.247 -2.810
C -0.243 -4.880 -2.604
C 0.602 -4.469 -1.577
C 0.230 -3.417 -0.759
C -3.067 -0.801 -0.234
C -4.171 -0.978 0.595
C -5.393 -0.429 0.233
C -5.515 0.289 -0.948
C -4.414 0.471 -1.778
C -3.189 -0.066 -1.420
H -0.896 -1.334 5.077
H -1.897 -3.573 5.396
H -2.592 -4.917 3.438
H -2.336 -4.006 1.162
H -2.804 -2.713 -2.142
H -2.117 -4.578 -3.602
H 0.046 -5.706 -3.239
H 1.541 -4.981 -1.411
H 0.877 -3.106 0.056
H -4.086 -1.546 1.513
H -6.254 -0.571 0.872
H -6.473 0.706 -1.228
H -4.516 1.019 -2.705
H -2.341 0.045 -2.093
Cl 2.209 10.354 1.492
C 1.471 8.893 1.151
C 1.567 8.367 -0.161
C 0.938 7.202 -0.447
C 0.174 6.507 0.563
C -0.595 5.444 0.236
C 0.136 7.060 1.898
C 0.766 8.225 2.183
H 2.126 8.913 -0.908
H 0.980 6.789 -1.448
H -0.649 5.080 -0.782
H -1.248 4.975 0.962
H -0.425 6.540 2.664
H 0.732 8.666 3.169
C 4.352 -2.361 0.258
N 3.500 -1.167 0.201
C 3.376 -0.405 1.441
C 2.660 -0.918 -0.806
O 1.586 -0.232 -0.573
N 2.896 -1.331 -2.049
C 1.842 -1.291 -3.061
C 4.249 -1.582 -2.561
H 4.256 -2.794 1.252
H 5.400 -2.125 0.081
H 4.016 -3.098 -0.465
H 4.294 -0.531 2.009
H 2.540 -0.758 2.051
H 3.257 0.655 1.227
H 0.866 -1.421 -2.601
H 2.003 -2.114 -3.754
H 1.874 -0.352 -3.616
H 4.984 -1.051 -1.963
H 4.293 -1.193 -3.577
H 4.490 -2.643 -2.588
*
```

=====

The following is a DFT calculation (wB97M-V/def2-TZVPD) of a cluster of 5 separate species, C30H32N4O12S in total.

Results
E_tot	-2682.093622	hartree
orbital gap	9.231	eV
E_HOMO	-10.04	eV
SMILES string	O=S1(=O)CC[C@@H](CCO)CO1.O=[N+]([O-])c1ccccc1.O=[N+]([O-])c1ccccc1.O=[N+]([O-])c1ccccc1.O=[N+]([O-])c1ccccc1

The geometry in ORCA input format:
```
! RIJCOSX wB97M-V def2-TZVPD def2/J DEFGRID3
* xyz 0 1
O 2.985 0.726 7.763
S 3.423 0.713 6.407
O 3.564 -0.547 5.740
C 2.397 1.801 5.426
C 3.299 2.672 4.534
C 4.384 1.804 3.912
C 5.067 2.428 2.695
C 5.821 1.384 1.843
O 5.196 1.161 0.582
C 5.408 1.468 5.006
O 4.817 1.470 6.334
H 1.797 2.398 6.107
H 1.806 1.150 4.794
H 2.686 3.150 3.770
H 3.740 3.450 5.161
H 3.918 0.869 3.580
H 5.772 3.196 3.025
H 4.325 2.882 2.037
H 6.841 1.703 1.637
H 5.864 0.432 2.384
H 4.388 0.662 0.741
H 5.870 0.496 4.836
H 6.184 2.232 5.036
O 0.790 1.453 2.733
N -0.076 0.706 3.164
O 0.152 -0.378 3.657
C -1.475 1.140 3.055
C -1.751 2.350 2.441
C -3.074 2.735 2.304
C -4.089 1.916 2.783
C -3.787 0.710 3.403
C -2.468 0.310 3.542
H -0.950 2.971 2.069
H -3.312 3.670 1.817
H -5.122 2.217 2.668
H -4.580 0.075 3.773
H -2.215 -0.628 4.013
O -3.649 -0.912 -0.678
N -3.293 -2.042 -0.964
O -4.011 -2.880 -1.468
C -1.901 -2.408 -0.663
C -1.069 -1.444 -0.126
C 0.235 -1.794 0.182
C 0.686 -3.086 -0.051
C -0.161 -4.033 -0.614
C -1.470 -3.697 -0.922
H -1.434 -0.442 0.048
H 0.896 -1.051 0.611
H 1.704 -3.356 0.197
H 0.194 -5.033 -0.803
H -2.142 -4.424 -1.353
O -3.246 4.275 -0.819
N -3.266 4.511 -2.011
O -3.252 5.625 -2.494
C -3.311 3.364 -2.936
C -3.360 2.088 -2.409
C -3.411 1.011 -3.278
C -3.410 1.222 -4.650
C -3.357 2.514 -5.159
C -3.307 3.600 -4.299
H -3.360 1.933 -1.340
H -3.454 0.012 -2.873
H -3.454 0.376 -5.325
H -3.356 2.679 -6.228
H -3.267 4.610 -4.677
O -0.459 -5.744 -3.055
N 0.261 -4.928 -3.601
O 1.282 -4.477 -3.123
C -0.143 -4.445 -4.932
C -1.324 -4.912 -5.480
C -1.707 -4.439 -6.725
C -0.913 -3.518 -7.396
C 0.271 -3.067 -6.826
C 0.665 -3.530 -5.581
H -1.929 -5.627 -4.944
H -2.628 -4.790 -7.170
H -1.217 -3.151 -8.367
H 0.889 -2.352 -7.351
H 1.581 -3.189 -5.122
*
```